Here is a structure of composition C19H31BaO9S from the OMol25 dataset. Energies are from ωB97M-V with the def2-TZVPD basis set.

As for the total energy: -50158.8566 eV. The value obtained for the relative energy (zero: lowest compared OMol25 entry of this formula, charge and spin) is 3.6 kcal per mole. The max |F| is 1.8 eV/Å. Its net charge is +1. The calculation puts the gap between HOMO and LUMO at 9.123 eV. The HOMO energy comes out at -11.2 eV.

Positions of all 61 atoms, in Å:
Ba  0.74  0.70  -0.21
C  1.49  -2.50  -1.90
C  2.39  -1.41  -2.46
O  2.99  -0.68  -1.40
C  3.94  0.31  -1.78
C  4.42  1.05  -0.54
O  3.34  1.80  0.03
C  3.68  2.48  1.24
C  2.41  2.88  1.96
O  1.58  1.76  2.29
C  1.89  0.94  3.41
C  2.52  -0.38  2.98
O  1.82  -1.07  1.95
C  0.93  -2.12  2.33
C  -0.53  -1.69  2.36
O  -0.97  -1.10  1.14
C  -1.58  -1.92  0.15
C  -0.61  -2.76  -0.67
O  0.43  -1.92  -1.16
H  2.07  -3.17  -1.25
H  1.08  -3.08  -2.73
H  1.82  -0.74  -3.12
H  3.16  -1.89  -3.08
H  3.50  1.02  -2.50
H  4.80  -0.16  -2.25
H  5.23  1.72  -0.82
H  4.79  0.33  0.20
H  4.26  3.38  1.01
H  4.30  1.83  1.86
H  1.80  3.53  1.34
H  2.65  3.44  2.87
H  0.95  0.79  3.94
H  2.57  1.46  4.09
H  2.63  -1.02  3.86
H  3.52  -0.20  2.59
H  1.21  -2.52  3.31
H  1.08  -2.91  1.60
H  -0.68  -0.93  3.14
H  -1.17  -2.54  2.61
H  -2.13  -1.23  -0.49
H  -2.31  -2.59  0.63
H  -1.15  -3.21  -1.51
H  -0.17  -3.57  -0.08
C  -6.81  -0.30  -1.17
C  -5.46  0.35  -1.28
C  -4.73  0.32  -2.47
C  -3.50  0.94  -2.57
C  -2.97  1.60  -1.47
C  -3.67  1.64  -0.28
C  -4.91  1.02  -0.19
S  -1.38  2.36  -1.63
O  -1.51  3.55  -2.41
O  -0.53  1.30  -2.24
O  -0.90  2.56  -0.24
H  -7.10  -0.77  -2.11
H  -7.57  0.45  -0.93
H  -6.85  -1.05  -0.39
H  -5.15  -0.19  -3.33
H  -2.96  0.90  -3.51
H  -3.25  2.15  0.58
H  -5.45  1.06  0.74

Here is a structure of composition C18H41Br14ClNbO2S from the OMol25 dataset. Energies are from ωB97M-V with the def2-TZVPD basis set.

As for the total energy: -1028924.5416 eV. The max |F| is 0.9 eV/Å. Its net charge is -1. The calculation puts the gap between HOMO and LUMO at 6.323 eV. The HOMO energy comes out at -4.9 eV.

Positions of all 78 atoms, in Å:
O  -0.85  -3.03  -2.95
S  -1.14  -1.83  -3.68
O  -2.51  -1.40  -3.87
Cl  -0.45  -2.19  -5.61
C  -0.17  -0.44  -3.17
C  1.31  -0.40  -3.55
C  2.16  -1.65  -3.21
C  2.92  -1.49  -1.89
Nb  2.06  -0.83  0.09
H  -0.71  0.40  -3.61
H  -0.33  -0.43  -2.07
H  1.38  -0.15  -4.61
H  1.72  0.45  -2.99
H  2.85  -1.79  -4.06
H  1.55  -2.55  -3.18
H  3.28  -2.49  -1.55
H  3.83  -0.89  -2.08
H  0.53  -1.78  -0.41
H  2.21  -2.17  1.33
H  3.75  -0.29  0.63
H  1.43  0.83  -0.47
H  1.12  -0.06  1.48
Br  -7.33  2.05  -2.52
C  -6.10  0.92  -3.52
C  -4.94  0.44  -2.69
Br  -3.63  1.83  -2.35
H  -5.77  1.52  -4.37
H  -6.69  0.08  -3.86
H  -4.41  -0.34  -3.21
H  -5.26  0.07  -1.71
Br  4.21  1.07  3.50
C  4.14  0.52  5.36
C  4.62  -0.89  5.56
Br  3.35  -2.22  4.95
H  3.11  0.64  5.68
H  4.78  1.21  5.91
H  4.77  -1.08  6.63
H  5.55  -1.08  5.02
Br  -3.85  -2.83  0.06
C  -3.33  -4.50  -0.78
C  -3.59  -4.48  -2.26
Br  -5.49  -4.67  -2.68
H  -3.88  -5.29  -0.28
H  -2.27  -4.60  -0.59
H  -3.10  -5.33  -2.74
H  -3.27  -3.56  -2.73
Br  1.86  -0.26  8.39
C  2.87  0.14  9.99
C  4.33  0.34  9.70
Br  5.25  -1.34  9.38
H  2.70  -0.67  10.70
H  2.45  1.07  10.39
H  4.85  0.79  10.54
H  4.49  0.95  8.81
Br  7.31  2.49  10.24
C  6.84  4.30  9.74
C  5.37  4.59  9.93
Br  4.28  3.76  8.56
H  7.14  4.42  8.70
H  7.43  4.95  10.38
H  5.19  5.66  9.85
H  5.01  4.22  10.89
Br  -9.67  7.40  -3.57
C  -9.78  5.92  -4.82
C  -8.75  4.85  -4.55
Br  -6.97  5.39  -5.07
H  -9.66  6.35  -5.82
H  -10.78  5.51  -4.71
H  -8.98  3.96  -5.12
H  -8.70  4.59  -3.49
Br  2.73  -3.41  -8.15
C  1.20  -2.57  -8.99
C  0.57  -3.43  -10.05
Br  1.64  -3.50  -11.68
H  1.54  -1.62  -9.39
H  0.48  -2.39  -8.19
H  -0.39  -3.03  -10.34
H  0.46  -4.46  -9.72

Here is a cluster of 5 separate species, C5H10Cl10 in total from the OMol25 dataset. Energies are from ωB97M-V with the def2-TZVPD basis set.

As for the total energy: -130571.4154 eV. Its SMILES is ClCCl.ClCCl.ClCCl.ClCCl.ClCCl. The value obtained for the relative energy (zero: lowest compared OMol25 entry of this formula, charge and spin) is 3.8 kcal per mole. The max |F| is 0.5 eV/Å. Its net charge is 0. The calculation puts the gap between HOMO and LUMO at 11.466 eV. The HOMO energy comes out at -10.9 eV.

Positions of all 25 atoms, in Å:
Cl  -1.34  -4.06  0.89
C  -1.96  -5.56  1.59
Cl  -3.67  -5.44  1.98
H  -1.84  -6.35  0.86
H  -1.40  -5.76  2.49
Cl  0.00  0.97  0.97
C  -0.44  -0.45  0.02
Cl  -2.01  -0.26  -0.77
H  0.32  -0.59  -0.74
H  -0.49  -1.30  0.68
Cl  2.79  4.64  3.17
C  2.06  3.56  2.00
Cl  2.98  3.49  0.48
H  2.02  2.55  2.39
H  1.06  3.91  1.77
Cl  -4.87  0.95  -2.23
C  -4.10  2.52  -1.94
Cl  -4.40  3.67  -3.24
H  -4.51  2.93  -1.02
H  -3.03  2.36  -1.87
Cl  5.32  -1.84  -1.80
C  4.64  -0.24  -1.45
Cl  2.91  -0.16  -1.76
H  4.81  -0.03  -0.40
H  5.14  0.49  -2.08